Entry 1:
Entry from the Open Molecules 2025 dataset: a cluster of 4 separate species, C2H11O4 in total at a distorted geometry (wB97M-V/def2-TZVPD).

Calculated values
E_tot in eV: -10442.907
Relative energy (zero: lowest compared OMol25 entry of this formula, charge and spin) in kJ/mol: 94.74
Frontier orbital gap in Eh: 0.31172
Charge: -1

Last column: natural (NBO) charge in e.
Atoms and positions in Å:
C -0.47669 -0.10550 0.85825  -0.05
O 0.39459 -0.19715 -0.21346  -0.96
C -1.41609 -1.29292 1.04173  -0.63
H -1.05989 0.73388 0.81129  0.12
H 0.16774 -0.15104 1.72877  0.12
H -1.27907 -1.72968 1.98827  0.18
H -1.36436 -2.06823 0.18543  0.22
H -2.43221 -0.75441 1.05248  0.18
H -0.17545 0.19126 -3.11771  0.45
H -0.03279 -0.55545 -1.68403  0.52
O -0.27863 -0.62404 -2.72910  -1.05
H 2.62870 -0.82098 1.40923  0.44
H 1.87805 0.04527 0.39155  0.51
O 2.78451 -0.06599 0.84574  -1.02
H 0.06994 3.18909 -0.46198  0.45
H 0.25062 1.62725 -0.88457  0.52
O 0.34103 2.57865 -1.22188  -1.00

=====

Entry 2:
Entry from the Open Molecules 2025 dataset: a structure of composition C2H12ClMgO4 at a distorted geometry (wB97M-V/def2-TZVPD).

Calculated values
E_tot in eV: -28417.284
Relative energy (zero: lowest compared OMol25 entry of this formula, charge and spin) in kJ/mol: 50.33
Frontier orbital gap in Eh: 0.12674
Charge: +1

Last column: natural (NBO) charge in e.
Atoms and positions in Å:
Mg -11.40739 15.15001 -6.33039  1.77
Cl -12.94371 16.34010 -5.12398  -0.76
O -16.05050 16.33354 -4.30343  -0.92
H -15.11693 16.25398 -4.49926  0.44
H -16.20833 17.27689 -4.26602  0.47
O -12.89132 19.01476 -3.08530  -0.91
H -11.97241 19.12185 -3.33096  0.46
H -13.14120 18.16759 -3.45419  0.45
O -13.82287 18.88465 -7.29391  -0.91
H -12.96247 18.60919 -7.61024  0.45
H -13.99642 18.31548 -6.54413  0.46
C -12.45226 16.33872 -1.42124  -0.64
C -11.51410 16.75505 -0.25742  -0.06
O -10.35235 16.03820 -0.25547  -0.71
H -11.96342 16.35043 -2.39540  0.16
H -13.25909 17.06891 -1.48405  0.23
H -12.76745 15.34053 -1.11728  0.22
H -11.92262 16.59961 0.74111  0.19
H -11.22230 17.80526 -0.25481  0.16
H -9.76389 16.30444 -0.96570  0.45

=====

Entry 3:
Entry from the Open Molecules 2025 dataset: a structure of composition C2H12ClN2Ni at a distorted geometry (wB97M-V/def2-TZVPD).

Calculated values
E_tot in eV: -58809.757
Expectation value of S²: 2.02
Relative energy (zero: lowest compared OMol25 entry of this formula, charge and spin) in kJ/mol: 246.13
Frontier orbital gap (alpha / beta) in Eh: 0.11791 / 0.23850
Charge: -1
Multiplicity: 3

Last column: natural (NBO) charge in e.
Atoms and positions in Å:
C -1.59677 0.06348 -0.94432  -1.07
Ni -0.17911 0.01162 -0.14698  0.83
N 1.56454 -0.12116 0.96336  -1.06
N 0.92714 -0.84297 -1.64186  -1.07
H 1.38514 -0.94804 1.58225  0.36
H 0.34500 1.54805 -0.62774  -0.55
H -2.28453 0.82723 -0.54597  0.18
H -1.97658 -0.97539 -0.79102  0.15
H -1.39700 0.28620 -2.04440  0.14
H 1.26659 -1.75395 -1.33609  0.34
H 1.73386 -0.23769 -1.83616  0.38
H 0.45582 -0.98002 -2.55123  0.38
H 2.43023 -0.31188 0.48530  0.35
H 1.70217 0.65976 1.59653  0.40
Cl -0.45973 2.04219 2.20795  -0.18
C -1.05147 0.48457 1.65572  -0.87
H -0.72403 -0.30347 2.36082  0.13
H -2.14129 0.55148 1.61385  0.17